Record 1
The following is a quantum chemistry calculation of a structure of composition C15H4AuCl7NO2 in a non-equilibrium geometry, from the OMol25 dataset.

Atoms and positions in Å:
Au  0.5212  -0.1500  0.7219
Cl  1.2050  4.1010  -1.7587
Cl  -4.2865  -4.6460  -1.4061
Cl  3.3945  6.0732  -0.7317
Cl  5.0249  5.2711  1.7833
Cl  4.5453  2.5878  3.2934
Cl  2.3919  0.6584  2.2752
Cl  -0.7175  -4.5246  2.6522
O  1.0238  1.7467  -0.1551
O  0.0855  -1.9003  1.5639
N  -1.0132  -0.7564  -0.5957
C  2.1394  3.7528  -0.4034
C  3.8541  4.2403  1.2157
C  -0.9344  -2.5669  0.8912
C  2.6892  2.1520  1.4699
C  3.6264  2.9828  1.9199
C  3.0951  4.5979  0.0572
C  -2.4463  -4.3919  0.5388
C  -3.0022  -3.8284  -0.5421
C  1.8826  2.4752  0.2825
C  -2.5185  -0.6552  -2.4248
C  -3.0385  -1.8741  -2.0905
C  -1.5184  -1.9912  -0.2319
C  -1.4020  -3.7497  1.2588
C  -2.5486  -2.5865  -0.9715
C  -1.4872  -0.1057  -1.6485
H  -1.0440  0.8601  -1.8773
H  -2.7965  -5.3596  0.8772
H  -3.8359  -2.3090  -2.6829
H  -2.8891  -0.1038  -3.2809

The charge is +1. Its spin multiplicity is 3. The HOMO energy (alpha / beta) is -11.256 / -11.196 eV.


Record 2
The following is a quantum chemistry calculation of a cluster of 7 separate species, C15H50BN9O7 in total in a non-equilibrium geometry, from the OMol25 dataset.

Atoms and positions in Å:
O  4.4473  1.5230  2.6844
O  -1.6866  -3.1628  5.0966
O  2.8357  -1.4856  -1.0478
O  4.6440  -5.6132  -3.6431
O  -1.0053  4.2615  5.5622
O  -5.1034  2.8711  -0.9829
O  -1.2843  1.8363  -3.7103
N  2.5538  2.1992  1.6065
N  -2.3156  3.7133  -1.4206
N  3.2438  -4.5498  -1.3483
N  2.3900  0.6410  3.2372
N  -3.1998  1.7987  0.8831
N  -1.6176  2.5212  4.2313
N  -1.2994  -1.1063  4.1835
N  -0.3546  -2.9569  3.2496
N  0.2256  3.8153  3.6958
C  -1.1904  -2.4722  4.2283
C  -0.8098  3.6034  4.5614
C  -3.3706  3.5430  -2.4114
C  3.5283  -3.6548  -0.2481
C  4.2360  -5.9744  -4.9350
C  2.5269  -2.5189  -0.1448
C  3.2384  1.4732  2.5514
C  -6.3652  3.0456  -0.3429
C  1.8883  -0.4563  -1.0158
C  -0.8015  2.0119  -2.4020
C  -1.0774  0.5225  -4.1813
C  -4.7115  3.9518  -1.8266
C  4.1363  -5.6922  -1.3399
C  4.0370  -6.4389  -2.6523
C  -0.9657  3.4365  -1.9134
B  -0.4719  0.6573  1.4827
H  -1.3347  0.5630  2.2875
H  -0.0114  1.7386  1.6660
H  2.2183  0.3595  -1.6597
H  2.9886  -6.6001  -2.9374
H  4.5086  -7.4277  -2.6442
H  -3.4499  2.4730  -2.6096
H  2.4595  -2.1745  0.8987
H  0.2559  1.7256  -2.3363
H  -4.5888  4.8572  -1.2198
H  -1.8907  0.1892  -4.8243
H  1.5224  0.4091  2.7719
H  3.1353  2.7212  0.9775
H  -1.8833  -0.6664  4.8703
H  1.0188  4.3298  4.0253
H  4.2854  -7.0605  -5.0941
H  -0.0097  -2.3160  2.5540
H  -5.4569  4.0769  -2.6147
H  3.8617  -6.3777  -0.5348
H  4.8930  -5.5462  -5.6906
H  -3.3957  2.4528  1.6417
H  -3.2784  2.2478  -0.0426
H  -1.0776  -0.5891  3.3371
H  -6.3923  3.9581  0.2601
H  -0.7446  4.0631  -2.7932
H  -1.3260  1.3326  -1.7137
H  1.5067  -2.8778  -0.3635
H  -2.2122  1.4914  1.0627
H  -2.3799  4.6639  -1.0711
H  1.7306  -0.0683  -0.0078
H  -7.1923  3.0120  -1.0510
H  -1.2916  1.7914  3.6153
H  4.5156  -3.1714  -0.2463
H  -1.1393  -0.1901  -3.3441
H  -0.8588  0.6095  0.3587
H  0.2254  3.2643  2.8563
H  -3.8448  1.0168  0.9504
H  0.3242  -0.1995  1.6678
H  3.3926  -4.1878  0.6973
H  -6.3882  2.2110  0.3589
H  0.9155  -0.7953  -1.4051
H  -3.2370  4.0263  -3.3875
H  5.1952  -5.4109  -1.2482
H  2.7888  0.0264  3.9225
H  1.5868  1.9579  1.4301
H  -0.2116  -3.9351  3.0907
H  -0.2234  3.6787  -1.1568
H  3.2924  -4.0608  -2.2335
H  3.2039  -5.6620  -5.1327
H  -2.2168  2.3031  5.0093
H  -0.0903  0.4235  -4.6353

The charge is 0. The relative energy (zero: lowest compared OMol25 entry of this formula, charge and spin) is 0.0 kJ/mol. The HOMO energy is -8.763 eV.


Record 3
The following is a quantum chemistry calculation of a structure of composition C15H50LiN10O15 in a non-equilibrium geometry, from the OMol25 dataset.

Atoms and positions in Å:
O  1.0586  4.3869  4.0750
O  -3.4746  1.1741  3.7894
O  -3.9255  -4.5365  2.5244
O  -1.4581  1.9129  -0.5990
O  -0.2521  -2.1409  -0.1254
O  3.2335  1.1146  2.6069
O  -1.6114  -4.1803  -1.3981
O  -1.5752  -0.1719  1.4310
O  1.7146  5.6306  1.2460
O  1.4377  0.1617  0.5774
O  -0.0686  0.0101  -2.1490
O  5.9512  0.9680  3.4621
O  1.6457  -1.0165  -4.0551
O  -4.1989  -0.2992  0.3780
O  4.8052  -2.8717  -0.6173
N  -3.1610  -2.8979  1.1036
N  3.7067  -2.7477  -2.5200
N  -4.2235  -2.3203  2.8307
N  1.4170  -0.2604  -6.1179
N  -4.6053  1.8361  0.8328
N  2.4472  0.9594  -4.7921
N  -2.9296  -2.9339  -2.6957
N  -5.5735  0.8473  -0.7821
N  -1.0192  -3.3527  -3.4489
N  4.1592  -4.6619  -1.6802
C  5.2695  2.1554  3.3153
C  -2.0612  1.4873  -1.8316
C  -1.8123  -3.5584  -2.4351
C  -1.3979  -0.0212  2.8274
C  4.2199  1.9991  2.1764
C  0.2870  4.3897  2.9228
C  -0.8354  1.0630  -2.7590
C  -4.6958  0.7753  0.1207
C  -2.0487  1.2992  3.3355
C  4.2564  -3.4127  -1.5235
C  1.8843  -1.1622  0.9245
C  1.1783  -2.0874  -0.0436
C  1.9285  -0.2407  -4.9100
C  -3.8248  -3.3370  2.1325
C  1.0395  4.4508  1.5575
Li  -0.4804  0.0699  -0.1410
H  4.5650  1.6439  1.2054
H  1.8020  3.6779  1.6546
H  2.9687  -1.2608  0.8755
H  6.0301  2.9051  3.0972
H  4.1035  -5.1539  -0.7999
H  -1.3957  2.8689  -0.5383
H  -0.1345  1.8945  -2.8330
H  3.5555  0.2624  2.9095
H  1.8357  0.8126  1.1601
H  -0.1214  -3.8155  -3.4514
H  4.8683  2.4574  4.2827
H  1.8347  0.3157  -6.8347
H  3.8519  2.9941  1.9262
H  -2.0193  2.1683  2.6784
H  -5.9175  1.6542  -1.2828
H  -1.4857  1.6240  4.2104
H  2.2519  6.0394  1.9284
H  -0.3230  0.0193  3.0035
H  -2.5060  -0.2120  1.1995
H  3.0143  1.2605  -4.0125
H  -0.2874  3.4723  2.7942
H  -0.4357  5.2053  2.9485
H  -5.8296  -0.0532  -1.1611
H  0.8022  -1.0096  -6.4021
H  3.3192  -3.2877  -3.2805
H  -4.4308  -2.3853  3.8171
H  0.3442  4.1070  0.7917
H  -3.3868  0.4778  4.4444
H  0.6081  -0.2750  -2.7674
H  -3.0150  -2.2867  -3.4664
H  -2.8779  2.1500  -2.1176
H  -5.3439  2.5234  0.7851
H  6.7484  0.8889  2.9331
H  -1.3425  -2.9245  -4.3045
H  2.5161  1.5515  -5.6075
H  -4.1949  -1.4222  2.3696
H  1.5524  -3.0576  0.2834
H  3.5578  -1.7512  -2.4495
H  -0.5265  -2.9378  -0.5850
H  -3.7499  -3.1550  -2.1495
H  -4.0055  1.7478  1.6406
H  -2.4628  -3.4059  0.5796
H  -1.1677  0.8782  -3.7805
H  3.7958  -5.1420  -2.4911
H  -2.5125  0.5007  -1.7262
H  1.6167  -1.3147  1.9701
H  1.5655  -1.9891  -1.0578
H  -1.8442  -0.9448  3.1962
H  1.4064  5.2787  4.1477
H  -3.6051  -2.0755  0.7206

The charge is +1. The HOMO energy is -10.393 eV.


Question: Which of these has the lowest charge?
Answer: C15H50BN9O7